1) 16
Properties=species:S:1:pos:R:3:lowdin_charge:R:1 method="wB97M-V/def2-TZVPD" multiplicity=1 homo_ev=-7.48 lumo_energy_ha=-0.1165
C 0.304 -0.209 0.326 -0.086
H -1.739 0.611 -1.215 0.120
C -3.440 0.037 -0.151 0.125
H 3.871 -1.314 -0.661 -0.014
H -4.075 0.623 -0.799 0.080
C -2.110 0.092 -0.341 -0.133
O 2.549 1.236 0.120 -0.354
H -3.921 -0.548 0.628 0.086
H -1.433 -0.583 1.571 0.132
H 2.827 0.029 -0.392 -0.050
C -1.106 -0.395 0.549 0.033
H 0.439 0.542 -0.467 0.103
H 3.189 1.927 0.307 -0.055
H 0.781 -1.066 -0.192 0.128
H 0.899 0.086 1.192 0.106
O 2.965 -1.067 -0.476 -0.222

---

2) 16
Properties=species:S:1:pos:R:3:lowdin_charge:R:1 method="wB97M-V/def2-TZVPD" multiplicity=1 homo_ev=-10.02 smiles="CCC=O.CO" lumo_energy_ha=0.0351
O -0.490 -0.616 1.596 0.030
H 1.314 -0.473 1.027 0.034
H -0.174 -0.247 -0.982 0.101
H 3.212 -0.439 -1.045 0.080
H -0.279 1.513 -0.823 0.120
O 1.940 0.000 0.461 -0.142
H -0.941 1.354 1.540 0.141
H -2.755 0.265 0.287 0.077
C -0.652 0.429 1.001 -0.312
H 3.150 -1.662 0.249 0.080
C -0.709 0.564 -0.482 -0.195
C 2.552 -0.968 -0.355 -0.163
C -2.246 0.470 -0.666 -0.080
H -2.668 1.396 -1.051 0.073
H -2.489 -0.369 -1.316 0.079
H 1.827 -1.557 -0.942 0.077

---

Least stable structure: 1)

---

1) 16
Properties=species:S:1:pos:R:3:lowdin_charge:R:1 method="wB97M-V/def2-TZVPD" multiplicity=1 homo_ev=-10.05 smiles="CC(C)C=O.O" lumo_energy_ha=0.0320
H -1.126 -1.247 0.427 0.076
H 0.193 0.410 2.808 0.042
H 1.296 -0.085 1.883 0.011
H 0.002 0.231 -2.003 0.145
H -2.089 -0.670 -0.954 0.083
H 1.547 -1.470 -0.998 0.134
C -0.050 0.062 -0.913 -0.394
H -0.771 1.169 0.793 0.067
H 0.500 2.010 -0.107 0.081
O 0.527 -0.390 2.386 -0.056
H -0.885 -1.947 -1.193 0.078
C -1.100 -1.023 -0.645 -0.074
H -1.151 1.923 -0.764 0.081
C 1.323 -0.465 -0.579 -0.234
O 2.167 0.117 0.068 0.030
C -0.384 1.375 -0.209 -0.071

---

2) 16
Properties=species:S:1:pos:R:3:lowdin_charge:R:1 method="wB97M-V/def2-TZVPD" multiplicity=1 homo_ev=-10.09 smiles=C[C@@H](O)CCO lumo_energy_ha=0.0318
H 2.323 -0.674 -0.164 0.083
H -1.560 -0.830 -1.027 0.108
H -3.016 -0.236 1.297 0.073
C -1.662 -0.267 -0.112 -0.262
H 2.742 1.073 -0.578 0.103
H -0.005 -1.466 0.454 0.106
C 0.653 0.593 -0.162 -0.425
O -2.821 -0.808 0.555 -0.060
H -0.327 -0.169 1.569 0.120
O 0.371 0.467 -1.610 -0.102
H 0.469 -0.545 -1.739 0.129
C 2.116 0.384 0.058 -0.070
H 2.379 0.512 1.115 0.083
H -1.756 0.824 -0.315 0.131
C -0.292 -0.447 0.512 -0.151
H 0.387 1.590 0.147 0.134

---

3) 16
Properties=species:S:1:pos:R:3:lowdin_charge:R:1 method="wB97M-V/def2-TZVPD" multiplicity=1 homo_ev=-6.93 lumo_energy_ha=0.0289
C -2.319 0.465 -0.083 -0.071
C -1.077 -0.014 0.410 -0.524
H -1.603 1.453 0.479 0.068
H -0.061 -0.775 1.748 0.135
H -0.533 1.717 1.102 0.037
H 0.299 0.896 -0.953 0.135
C 2.425 -0.589 -0.408 -0.085
O 1.216 -0.485 0.309 -0.213
H -3.194 0.255 0.521 0.083
H 2.340 -1.322 -1.222 0.094
H 3.189 -0.920 0.298 0.095
C 0.136 -0.077 -0.481 -0.206
H -2.436 0.528 -1.162 0.081
H -0.086 -0.832 -1.258 0.151
H 2.717 0.383 -0.828 0.097
O -1.012 -0.680 1.529 0.122

---

4) 16
Properties=species:S:1:pos:R:3:lowdin_charge:R:1 method="wB97M-V/def2-TZVPD" multiplicity=1 homo_ev=-8.53 smiles="C/C=C(/C)O.O" lumo_energy_ha=0.0228
H 1.859 -0.475 -2.377 0.072
O 0.317 -0.497 2.920 -0.059
H -2.139 1.022 0.475 0.081
C -0.513 0.270 -0.659 -0.296
H 0.324 0.336 2.490 0.004
H -1.111 -0.885 0.822 0.100
H 2.012 -1.191 -0.831 0.075
C -1.972 0.840 -0.591 -0.011
C 0.642 0.533 -1.391 -0.137
H -1.885 1.756 -1.151 0.071
H -0.100 -1.070 2.229 0.028
H 2.594 0.160 -0.731 0.072
O -0.269 -0.689 0.352 -0.073
C 1.846 -0.263 -1.341 -0.130
H 0.701 1.391 -2.181 0.138
H -2.654 0.158 -1.035 0.065

---

Least stable structure: 3)

---

1) 16
Properties=species:S:1:pos:R:3:lowdin_charge:R:1 method="wB97M-V/def2-TZVPD" multiplicity=1 homo_ev=-9.70 smiles=CO[C@@H](C)CO lumo_energy_ha=0.0376
H -2.923 0.012 -0.520 0.096
C 0.557 0.032 -0.128 -0.282
H 1.000 1.361 1.439 0.092
H 0.775 2.127 -0.152 0.082
C 1.220 1.281 0.370 -0.053
H 1.723 -1.874 0.059 0.127
H -1.628 -0.485 -1.611 0.088
H 1.413 -1.103 1.602 0.119
O -0.947 0.318 0.191 -0.227
H 2.307 1.291 0.240 0.089
H -1.991 1.257 -1.354 0.085
C -1.909 0.274 -0.877 -0.084
C 0.954 -1.279 0.604 -0.236
O -0.277 -1.934 0.659 -0.101
H 0.628 -0.154 -1.204 0.143
H -0.903 -1.124 0.682 0.061

---

2) 16
Properties=species:S:1:pos:R:3:lowdin_charge:R:1 method="wB97M-V/def2-TZVPD" multiplicity=1 homo_ev=-8.81 smiles="C=CO.CCO" lumo_energy_ha=0.0313
H -1.032 -0.791 1.222 0.096
C 2.834 -1.228 0.351 -0.004
O -0.900 -0.829 0.273 -0.082
H -2.622 -0.507 -0.874 0.112
H -2.991 1.779 -0.288 0.077
C -1.741 0.018 -0.479 -0.323
O 1.531 0.277 -0.973 -0.020
H -1.203 0.276 -1.388 0.109
C 2.680 -0.123 -0.364 -0.283
H -2.809 0.884 1.159 0.076
H 3.705 -1.359 0.977 0.045
H 1.993 -1.881 0.545 0.050
H 0.802 -0.231 -0.582 0.048
C -2.249 1.222 0.280 -0.083
H 3.453 0.617 -0.481 0.103
H -1.450 1.875 0.621 0.078

---

3) 16
Properties=species:S:1:pos:R:3:lowdin_charge:R:1 method="wB97M-V/def2-TZVPD" multiplicity=1 homo_ev=-9.82 smiles=CCOCCO lumo_energy_ha=0.0372
H 1.193 -1.159 1.270 0.089
C 2.076 0.388 0.711 -0.229
H -1.866 -1.822 0.060 0.082
H -3.192 -0.670 -0.249 0.074
O 0.020 -0.141 -0.112 -0.206
H 1.728 1.021 1.534 0.124
H 2.811 0.713 0.025 0.092
C 1.070 0.659 -0.509 -0.208
H -2.135 -0.469 1.173 0.081
H -1.472 1.154 -0.608 0.123
H -1.203 -0.192 -1.748 0.126
C -2.173 -0.772 0.120 -0.071
H 1.408 0.406 -1.553 0.136
H 0.826 1.746 -0.557 0.128
O 2.130 -0.944 1.125 -0.047
C -1.223 0.084 -0.683 -0.294

---

Least stable structure: 3)

---

1) 16
Properties=species:S:1:pos:R:3:lowdin_charge:R:1 method="wB97M-V/def2-TZVPD" multiplicity=1 homo_ev=-9.17 smiles=CCCSS.O lumo_energy_ha=0.0228
H -0.420 0.907 -0.153 0.087
H 1.016 -1.697 -0.828 0.093
S -2.810 -0.235 1.461 0.329
H -3.558 -0.839 0.520 -0.195
H -0.039 0.658 2.938 -0.023
H 2.084 0.749 -2.081 0.069
C -0.452 -0.171 -0.366 -0.618
C 0.945 -0.611 -0.804 -0.331
O -0.081 1.596 3.161 -0.083
H 1.651 -0.275 -0.039 0.103
H 0.385 1.659 4.004 0.035
H 0.440 0.448 -2.649 0.074
S -1.010 -1.134 1.039 0.431
H 1.699 -0.762 -2.848 0.064
H -1.165 -0.281 -1.187 0.070
C 1.314 -0.014 -2.168 -0.104

---

2) 16
Properties=species:S:1:pos:R:3:lowdin_charge:R:1 method="wB97M-V/def2-TZVPD" multiplicity=1 homo_ev=-8.76 smiles=CCO.CSS lumo_energy_ha=0.0196
H -0.796 0.718 0.215 -0.202
H 1.582 1.738 2.330 0.011
C -1.073 0.301 -3.552 -0.093
H 2.907 0.617 2.880 0.030
C 2.206 0.878 2.084 -0.503
O -0.573 -0.819 -1.498 -0.165
H -2.472 -0.159 -1.878 0.103
H 0.215 -0.286 -1.625 0.051
H -1.315 1.364 -3.387 0.072
C -1.626 -0.567 -2.434 -0.298
S -0.715 0.412 1.551 0.321
H 2.862 1.245 1.304 0.009
H 0.000 0.216 -3.738 0.075
H -1.999 -1.575 -2.725 0.116
H -1.637 0.215 -4.523 0.085
S 1.200 -0.455 1.364 0.385

---

3) 16
Properties=species:S:1:pos:R:3:lowdin_charge:R:1 method="wB97M-V/def2-TZVPD" multiplicity=1 homo_ev=-8.27 smiles=CCCSS.O lumo_energy_ha=0.0112
C 0.309 -2.500 1.224 -0.139
H 0.131 -3.255 2.015 0.078
H 0.453 -0.412 1.818 0.095
H -0.761 -2.406 0.978 0.081
O -2.828 3.934 -1.667 -0.057
S 1.985 0.866 -0.598 0.422
H 1.279 -1.360 -1.000 0.075
H -0.611 1.742 -0.534 -0.179
H 2.001 -1.082 1.728 0.104
H 0.891 -3.061 0.488 0.071
H -3.415 3.665 -2.373 0.032
H -1.955 3.586 -1.851 -0.012
C 0.999 -0.613 -0.224 -0.581
S 0.546 2.359 -0.898 0.282
H -0.028 -0.290 -0.369 0.032
C 1.003 -1.171 1.264 -0.304

---

4) 16
Properties=species:S:1:pos:R:3:lowdin_charge:R:1 method="wB97M-V/def2-TZVPD" multiplicity=1 homo_ev=-8.34 smiles=CCSSC.O lumo_energy_ha=-0.0036
H 1.684 1.178 -3.539 0.029
H -1.972 0.964 2.351 0.066
H 0.396 -1.564 1.762 0.025
S 0.396 -0.781 -0.628 0.481
S -1.399 0.448 0.183 0.532
H -1.464 -0.597 2.374 0.064
H 1.302 -2.486 0.531 0.021
H 0.700 0.519 3.177 0.076
C 1.046 -1.486 0.896 -0.518
C 0.208 0.983 2.320 -0.198
O 1.641 0.550 -4.271 -0.073
H 0.764 1.204 1.418 0.039
H 0.054 1.943 2.835 0.070
C -1.156 0.356 1.937 -0.673
H 0.909 -0.022 -3.998 0.024
H 1.965 -1.025 1.256 0.034

---

Least stable structure: 4)

---

1) 16
Properties=species:S:1:pos:R:3:lowdin_charge:R:1 method="wB97M-V/def2-TZVPD" multiplicity=1 homo_ev=-9.01 smiles=CCCSS.O lumo_energy_ha=0.0150
H -1.546 0.684 3.667 -0.205
H 0.058 1.971 0.612 0.115
H 0.448 -1.063 1.464 0.053
H -0.207 -0.034 -1.212 0.070
H -1.678 -0.402 -0.258 0.081
C -0.267 0.919 0.723 -0.365
H -1.124 0.904 1.423 0.065
H 1.673 -0.026 0.677 0.086
H -1.476 1.214 -1.006 0.079
S -0.750 -0.308 4.119 0.300
C 0.794 -0.018 1.349 -0.514
O 1.242 -1.250 -5.023 -0.091
S 1.014 0.361 3.198 0.372
H 0.647 -1.665 -4.358 0.043
C -0.946 0.384 -0.508 -0.135
H 2.118 -1.671 -4.869 0.047

---

2) 16
Properties=species:S:1:pos:R:3:lowdin_charge:R:1 method="wB97M-V/def2-TZVPD" multiplicity=1 homo_ev=-9.17 smiles=CCSSC.O lumo_energy_ha=0.0170
H -3.305 1.745 0.638 0.028
H -2.570 1.082 -0.810 0.014
H 2.221 1.470 -2.376 0.072
H 2.316 1.293 -0.635 0.073
H 3.138 -3.031 0.829 0.031
H -0.127 1.477 -1.375 0.013
H 2.416 -0.126 -1.788 0.063
S -0.201 -0.502 -0.235 0.497
C -2.710 0.917 0.251 -0.459
H 1.848 -2.516 1.420 0.007
H -3.093 -0.027 0.613 0.020
O 2.345 -3.330 1.287 -0.067
C 0.441 0.577 -1.580 -0.628
S -1.006 1.081 0.948 0.438
H 0.151 0.288 -2.592 0.073
C 1.940 0.817 -1.541 -0.175

---

Least stable structure: 1)